No. 1
Molecular formula: C38H27AlAsF5N3PS3Se2
Method: DFT, ωB97M-V/def2-TZVPD

Computed properties:
**HOMO-LUMO gap**: 0.1829 hartree
**ΔE to the lowest compared entry with this formula, charge and spin**: 0.0577 eV
**E_HOMO**: -7.40 eV
**Largest force on an atom**: 0.0165 Eh/bohr

XYZ file:
```
81
Properties=species:S:1:pos:R:3:forces:R:3
Al -0.6547 0.0107 2.7856 -0.6 -0.4 -0.4
S -4.9951 -0.4938 3.2441 0.2 0.0 0.1
C -3.3734 -0.2981 3.1505 0.0 0.0 -0.3
S -2.2363 -1.6321 2.9119 -0.1 0.1 0.1
S -2.5708 1.2754 3.1670 0.1 -0.1 0.2
F 6.8038 0.5852 2.2562 -0.1 -0.1 0.0
C 5.5598 0.1061 2.2935 0.2 0.1 0.0
C 4.7697 0.3029 3.4076 0.0 0.1 0.2
F 5.2553 0.9604 4.4668 0.0 0.0 -0.1
C 3.4803 -0.1947 3.4283 -0.1 0.0 0.4
F 2.7930 -0.0088 4.5792 0.1 -0.1 -0.3
C 2.9152 -0.8801 2.3664 -0.2 0.1 -0.2
Se 1.1502 -1.6178 2.3695 0.0 -0.2 0.1
C 3.7446 -1.0674 1.2663 0.2 0.0 -0.1
F 3.3194 -1.7467 0.1948 0.1 -0.2 0.2
C 5.0428 -0.5882 1.2166 0.1 0.0 -0.1
F 5.8010 -0.7894 0.1377 -0.1 0.0 0.1
C -0.2940 -0.5424 -1.0148 0.0 0.1 0.0
C 1.1806 -0.1936 -1.1788 -0.1 0.1 0.2
As 2.1363 -1.1754 -2.6125 0.0 0.1 -0.1
C 1.0698 -2.8167 -2.6694 0.0 0.0 0.0
C -0.2041 -2.8917 -3.2326 0.0 -0.1 0.0
C -0.9209 -4.0799 -3.1958 0.0 0.0 0.0
C -0.3720 -5.2082 -2.5969 0.0 0.0 0.0
C 0.8965 -5.1450 -2.0411 0.0 0.0 0.0
C 1.6156 -3.9562 -2.0841 -0.1 0.0 0.0
C 1.3336 -0.2879 -4.1614 0.0 -0.1 -0.1
C 1.5209 -0.8874 -5.4089 -0.1 0.1 0.0
C 1.0098 -0.3065 -6.5595 0.0 0.0 0.0
C 0.3100 0.8930 -6.4838 0.0 0.0 0.0
C 0.1311 1.5031 -5.2530 0.0 0.0 0.0
C 0.6405 0.9149 -4.0991 0.0 0.0 -0.1
P -1.1817 0.4466 0.2661 0.2 0.1 -0.1
C -2.9250 0.0532 -0.0832 0.0 -0.1 0.1
C -3.9224 1.0078 0.1018 0.0 0.1 -0.1
C -5.2524 0.6854 -0.1175 0.0 0.0 -0.1
C -5.5996 -0.5992 -0.5100 0.0 0.0 0.0
C -4.6143 -1.5629 -0.6718 0.0 0.0 0.0
C -3.2830 -1.2429 -0.4508 0.0 0.0 -0.1
C -1.0165 2.1444 -0.3998 0.0 0.0 0.0
C -1.5137 2.4932 -1.6568 0.0 0.0 0.0
C -1.3065 3.7648 -2.1698 0.0 0.0 0.0
C -0.6071 4.7127 -1.4305 0.0 0.0 0.0
C -0.1259 4.3858 -0.1734 0.0 0.0 0.0
C -0.3348 3.1072 0.3302 0.0 0.1 0.0
H -0.3923 -1.5931 -0.7359 0.0 0.0 0.0
H -0.8396 -0.3997 -1.9516 0.0 0.0 0.0
H 1.7282 -0.3776 -0.2525 -0.2 0.0 -0.2
H 1.3127 0.8622 -1.4222 0.0 0.1 0.1
H -0.6437 -2.0209 -3.7056 0.0 0.0 0.0
H -1.9109 -4.1231 -3.6329 0.0 0.0 0.0
H -0.9330 -6.1335 -2.5660 0.0 0.0 0.0
H 1.3315 -6.0202 -1.5759 0.0 0.0 0.0
H 2.6080 -3.9193 -1.6548 0.1 0.0 0.0
H 2.0658 -1.8220 -5.4819 0.0 0.0 0.0
H 1.1605 -0.7869 -7.5181 0.0 0.0 0.0
H -0.0887 1.3487 -7.3809 0.0 0.0 0.0
H -0.4077 2.4406 -5.1842 0.0 0.0 0.0
H 0.4910 1.4151 -3.1527 0.0 0.0 0.0
H -3.6632 2.0035 0.4391 0.0 0.0 0.0
H -6.0184 1.4342 0.0365 0.0 0.0 0.0
H -6.6394 -0.8541 -0.6705 0.0 0.0 0.0
H -4.8815 -2.5725 -0.9547 0.0 0.0 0.0
H -2.5293 -2.0137 -0.5568 0.0 0.0 0.0
H -2.0769 1.7673 -2.2325 0.0 0.0 0.0
H -1.6983 4.0223 -3.1462 0.0 0.0 0.0
H -0.4506 5.7060 -1.8309 0.0 0.0 0.0
H 0.4001 5.1268 0.4160 0.0 0.0 0.0
H 0.0110 2.8495 1.3193 0.0 0.0 0.0
Se 1.6722 3.1271 3.4548 0.2 0.3 -0.3
N 1.8208 3.1113 5.2116 0.0 -0.1 0.1
C 1.1344 2.0779 5.6548 0.0 0.0 0.3
C 0.9645 1.6140 7.0057 0.1 0.2 -0.2
C 0.2234 0.4996 7.1862 -0.2 -0.3 -0.1
C -0.3620 -0.2154 6.0693 0.0 0.0 0.4
N -0.2250 0.1734 4.8474 0.2 0.3 -0.1
C 0.5030 1.3071 4.6438 -0.1 -0.2 0.2
N 0.6411 1.6795 3.3976 0.1 0.2 0.1
H 1.4143 2.1464 7.8322 0.0 0.0 0.0
H 0.0542 0.1119 8.1806 0.0 0.0 0.0
H -0.9524 -1.1122 6.2272 0.0 0.0 0.0
```
Forces are in eV/Å.

=====

No. 2
Molecular formula: C38H29Br2F4GeN5OSeSiSn
Method: DFT, ωB97M-V/def2-TZVPD

Computed properties:
**HOMO-LUMO gap**: 0.2246 hartree
**ΔE to the lowest compared entry with this formula, charge and spin**: 0.7035 eV
**E_HOMO**: -7.43 eV
**Largest force on an atom**: 0.0032 Eh/bohr

XYZ file:
```
83
Properties=species:S:1:pos:R:3:forces:R:3
Sn -0.1130 -0.6605 -0.1171 -0.1 0.0 0.1
Br -0.4054 4.8452 -0.1204 0.0 0.0 0.0
C -1.1204 3.6557 1.1445 0.0 0.0 0.0
C -2.2004 4.0728 1.9472 0.0 0.0 0.0
C -2.6765 3.2581 2.9290 0.0 0.0 0.0
Br -4.0893 3.8805 4.0196 0.0 0.0 0.0
C -2.1289 1.9672 3.1391 0.0 0.0 0.0
C -2.5146 1.0883 4.1748 0.0 0.0 0.0
C -1.8865 -0.1174 4.3034 0.0 0.0 0.0
C -0.9219 -0.4849 3.3500 0.0 0.0 0.0
N -0.5568 0.2864 2.3537 0.0 0.0 0.0
C -1.1016 1.5342 2.2741 0.0 0.1 -0.1
C -0.5587 2.4192 1.3026 0.0 0.0 0.0
O 0.5073 2.0230 0.5787 0.1 0.0 0.0
H -2.6233 5.0548 1.7930 0.0 0.0 0.0
H -3.2917 1.3884 4.8638 0.0 0.0 0.0
H -2.1364 -0.8006 5.1027 0.0 0.0 0.0
H -0.4413 -1.4559 3.4160 0.0 0.0 0.0
C 4.9247 2.9649 -2.2305 0.0 0.0 0.0
C 4.2645 3.9590 -1.5180 0.0 0.0 0.0
C 3.4317 3.6183 -0.4655 0.0 0.0 0.0
C 3.2506 2.2802 -0.1061 0.0 0.0 0.1
C 3.9365 1.2952 -0.8209 0.0 0.0 0.0
C 4.7628 1.6327 -1.8832 0.0 0.0 0.0
Si 2.0694 1.7379 1.2009 0.0 0.1 -0.1
C 2.0945 2.5304 2.8808 0.0 0.0 0.0
C 2.2926 1.7460 4.0182 0.0 0.0 0.0
C 2.2388 2.3034 5.2882 0.0 0.0 0.0
C 1.9800 3.6579 5.4372 0.0 0.0 0.0
C 1.7824 4.4553 4.3177 0.0 0.0 0.0
C 1.8411 3.8953 3.0510 0.0 0.0 0.0
H 5.5635 3.2308 -3.0628 0.0 0.0 0.0
H 4.3943 4.9985 -1.7905 0.0 0.0 0.0
H 2.9093 4.4038 0.0692 0.0 0.0 0.0
H 3.7998 0.2497 -0.5680 0.0 0.0 0.0
H 5.2641 0.8578 -2.4488 0.0 0.0 0.0
H 2.2165 0.2678 1.3607 0.0 0.0 0.0
H 2.4880 0.6842 3.9113 0.0 0.0 0.0
H 2.3978 1.6819 6.1601 0.0 0.0 0.0
H 1.9343 4.0948 6.4266 0.0 0.0 0.0
H 1.5821 5.5128 4.4326 0.0 0.0 0.0
H 1.6775 4.5313 2.1875 0.0 0.0 0.0
C -0.9080 -3.1787 -2.6752 0.0 0.0 0.0
Ge -1.3481 -4.7133 -1.5698 0.0 0.0 0.0
C -0.8213 -6.3875 -2.4258 0.0 0.0 0.0
C -3.2660 -4.7140 -1.1858 0.0 0.0 0.0
C -0.2123 -4.6351 0.0597 0.0 0.0 0.0
Se -0.3804 -3.1621 1.3208 0.1 0.0 0.0
C -2.2721 -3.2896 1.7315 0.0 0.0 -0.1
H -1.3529 -3.2892 -3.6652 0.0 0.0 0.0
H 0.1694 -3.0613 -2.7861 0.0 0.0 0.0
H -1.3290 -2.2704 -2.2387 0.0 0.0 0.0
H -1.3730 -6.5144 -3.3574 0.0 0.0 0.0
H -1.0328 -7.2426 -1.7834 0.0 0.0 0.0
H 0.2436 -6.3823 -2.6590 0.0 0.0 0.0
H -3.7880 -5.1207 -2.0529 0.0 0.0 0.0
H -3.6343 -3.6986 -1.0298 0.0 0.0 0.0
H -3.5192 -5.3281 -0.3218 0.0 0.0 0.0
H 0.8312 -4.5906 -0.2580 0.0 0.0 0.0
H -0.3307 -5.5362 0.6633 0.0 0.0 0.0
H -2.8616 -2.9967 0.8706 0.0 0.0 0.0
H -2.4800 -2.6111 2.5538 0.0 0.0 0.0
H -2.4761 -4.3152 2.0307 0.0 0.0 0.0
F 1.1558 1.5361 -2.2019 0.0 0.0 0.0
C 0.2679 0.8431 -2.9307 0.1 0.0 0.0
C -1.0743 1.0341 -2.6697 -0.1 0.0 0.0
F -1.4150 1.8877 -1.6832 0.0 0.0 0.0
C -2.0570 0.2561 -3.2791 0.0 0.0 0.0
C -1.6224 -0.5271 -4.3455 0.1 0.0 0.0
C -0.2721 -0.7136 -4.6116 -0.1 0.0 0.1
F 0.0648 -1.6470 -5.5026 0.0 0.0 0.0
C 0.7151 -0.1301 -3.8218 0.0 0.0 0.0
C 2.0541 -0.7245 -3.5796 -0.1 0.0 -0.1
C 2.0897 -1.2621 -2.3135 0.1 0.0 0.1
N 1.9176 -1.6515 -1.2139 -0.1 0.0 0.0
C 3.0964 -0.8665 -4.5123 0.1 0.0 0.0
N 3.9679 -0.9732 -5.2629 0.0 0.0 0.0
F -2.5010 -1.3075 -4.9812 0.0 0.0 0.0
C -3.3113 0.0128 -2.5286 0.0 0.1 -0.1
C -2.9928 -0.3920 -1.2603 0.0 -0.1 0.1
N -2.4935 -0.7358 -0.2455 0.0 0.0 -0.1
C -4.6105 -0.0502 -3.0688 -0.1 0.0 0.0
N -5.6753 -0.0956 -3.5110 0.0 0.0 0.0
```
Forces are in eV/Å.

=====

No. 3
Molecular formula: C38H29BrCeN7O6S
Method: DFT, ωB97M-V/def2-TZVPD

Computed properties:
**HOMO-LUMO gap (spin up / spin down)**: 0.2272 / 0.2271 hartree
**ΔE to the lowest compared entry with this formula, charge and spin**: 0.2766 eV
**E_HOMO (spin up / spin down)**: -10.35 / -10.35 eV
**Charge**: +1
**Largest force on an atom**: 0.0312 Eh/bohr

XYZ file:
```
83
Properties=species:S:1:pos:R:3:forces:R:3
Ce 0.3488 -0.7258 0.2495 -0.2 -0.3 0.8
C -3.2934 -0.6389 -0.3430 -0.1 -0.1 0.1
O -2.1004 0.1465 -0.3519 0.2 0.1 -0.3
C -2.0439 1.1802 -1.2655 0.3 0.4 0.0
C -3.0327 1.4517 -2.1928 -0.2 -0.2 0.0
C -2.8901 2.5107 -3.0787 0.0 0.0 0.0
C -1.7629 3.3124 -3.0308 0.0 0.0 -0.1
C -0.7724 3.0522 -2.1021 0.1 -0.1 0.2
C -0.8875 1.9818 -1.2176 -0.7 0.1 -0.2
N 0.0934 1.6234 -0.2732 1.2 0.2 -0.4
N 1.1221 2.4056 -0.2553 -0.8 -0.1 0.3
C 2.1711 2.1623 0.5396 0.2 -0.5 0.5
C 2.2286 1.1231 1.5395 0.9 1.2 -0.3
O 1.1852 0.4606 1.8905 -0.4 -0.4 -0.2
C 3.4892 0.8472 2.1516 -0.4 -0.2 0.2
C 4.5999 1.5482 1.8300 0.0 0.1 -0.1
C 4.5653 2.6517 0.9244 -0.2 0.0 0.0
C 5.7170 3.4106 0.6589 0.1 0.1 0.0
C 5.6603 4.4940 -0.1815 0.1 0.0 0.0
C 4.4461 4.8427 -0.7836 -0.1 -0.1 0.0
C 3.3116 4.0998 -0.5527 0.0 0.0 -0.1
C 3.3454 2.9888 0.3050 0.1 0.0 -0.1
H -3.4593 -1.1222 -1.3070 0.1 0.0 0.0
H -4.1501 -0.0148 -0.0875 0.0 0.0 0.0
H -3.1478 -1.4052 0.4129 0.0 0.0 0.0
H -3.9235 0.8417 -2.2427 0.0 0.0 0.0
H -3.6680 2.6985 -3.8058 0.0 0.0 0.0
H -1.6550 4.1385 -3.7202 0.0 0.0 0.0
H 0.1151 3.6651 -2.0484 0.0 0.0 0.0
H 3.5153 0.0220 2.8523 0.0 0.0 0.0
H 5.5511 1.2853 2.2783 0.0 0.0 0.0
H 6.6496 3.1384 1.1379 0.0 0.0 0.0
H 6.5465 5.0841 -0.3725 0.0 0.0 0.0
H 4.4003 5.7093 -1.4299 0.0 0.0 0.0
H 2.3731 4.3715 -1.0134 0.0 0.0 0.0
O 4.2606 -2.3137 0.9311 -0.4 -0.1 0.2
C 3.2891 -1.8558 0.3812 1.3 0.4 -0.7
O 2.0428 -2.0691 0.6549 -1.0 0.3 -0.1
C 3.5104 -0.9043 -0.8024 -0.1 -0.1 0.1
C 4.7616 -0.8279 -1.3914 0.0 0.0 0.1
C 4.9326 0.0032 -2.4841 -0.1 0.0 0.0
C 3.8428 0.7328 -2.9412 0.1 0.0 0.0
C 2.6344 0.6123 -2.2848 -0.2 0.1 0.0
N 2.4603 -0.1892 -1.2303 0.1 -0.5 0.3
H 5.5585 -1.4243 -0.9711 0.0 0.0 0.0
H 5.8914 0.0776 -2.9792 0.0 0.0 0.0
H 3.9265 1.3893 -3.7957 0.0 0.0 0.0
H 1.7667 1.1755 -2.6091 0.0 0.0 0.0
C -1.0557 -4.5429 4.5759 0.2 -0.2 0.0
N -1.9480 -3.4090 4.4370 0.2 0.3 -0.3
C -3.0641 -3.1303 5.1940 -0.1 0.0 0.2
C -3.5856 -1.9819 4.7436 -0.1 0.0 0.0
N -2.7843 -1.5439 3.6878 0.3 -0.4 0.1
C -1.7501 -2.4346 3.5116 -0.5 0.2 0.2
S -0.4853 -2.5011 2.4236 0.4 -0.3 -0.1
C -2.9609 -0.2871 3.0698 0.0 0.4 -0.2
C -4.2312 0.2865 3.0521 0.0 -0.1 0.0
C -4.3548 1.5834 2.5894 0.0 0.0 0.0
C -3.2196 2.2608 2.1719 0.0 0.0 0.0
C -2.0173 1.5761 2.1771 -0.1 0.0 0.0
N -1.8860 0.3126 2.5839 0.0 0.1 0.2
H -1.4461 -5.2187 5.3312 -0.1 0.0 0.0
H -0.0600 -4.2030 4.8597 0.0 0.0 0.0
H -0.9673 -5.0587 3.6211 -0.1 0.0 0.0
H -3.3794 -3.7545 6.0110 0.0 0.0 0.0
H -4.4290 -1.4198 5.0965 0.0 0.0 0.0
H -5.0974 -0.2644 3.3894 0.0 0.0 0.0
H -5.3246 2.0624 2.5654 0.0 0.0 0.0
H -3.2648 3.2914 1.8490 0.0 0.0 0.0
H -1.1030 2.0505 1.8485 0.0 0.0 0.0
Br -1.8629 -3.3143 -6.8833 0.0 0.0 0.2
C -2.1326 -3.4637 -5.0161 0.1 0.0 -0.3
C -3.0963 -4.3360 -4.5252 0.0 0.0 0.1
N -3.3286 -4.4782 -3.2249 -0.1 -0.1 0.0
C -2.5989 -3.7709 -2.3735 0.1 0.0 0.1
C -1.6177 -2.8713 -2.7793 0.0 0.0 0.2
C -1.3812 -2.7100 -4.1379 0.0 0.1 0.0
C -0.8528 -2.0843 -1.7662 -0.6 -0.7 -1.3
O -0.1702 -1.0969 -2.1329 0.3 0.2 0.6
O -0.9465 -2.4277 -0.5480 0.0 -0.1 0.1
H -3.6966 -4.9373 -5.1972 0.0 0.0 0.0
H -2.7967 -3.9203 -1.3181 0.0 0.0 0.0
H -0.6302 -2.0100 -4.4796 0.0 0.0 0.0
```
Forces are in eV/Å.

=====

Q: The highest largest force on an atom belongs to which entry?
A: C38H29BrCeN7O6S

=====

Q: Among the records above, which one has the lowest largest force on an atom?
A: C38H29Br2F4GeN5OSeSiSn

=====

Q: Number 3 is which compound?
A: C38H29BrCeN7O6S